Entry 1:
The following is a DFT calculation (ωB97M-V/def2-TZVPD) of a cluster of 2 separate species, C2H2O3S in total at a distorted geometry.

Output
DFT total energy in hartree: -701.14874
Strongest force on any atom in eV/Å: 3.19
Frontier orbital gap (alpha / beta) in Eh: 0.30686 / 0.28847
Lowest unoccupied orbital energy (alpha / beta) in eV: -1.1152 / -1.3834

Structure (XYZ):
```
8
Properties=species:S:1:pos:R:3:forces:R:3
O -1.647500 1.341640 -0.125502 -0.566 0.570 -0.009
S 1.841787 0.377714 0.128925 -0.775 -1.890 -0.289
O 3.226542 -0.116734 0.036903 0.321 0.532 0.080
H 0.879227 -1.853151 -0.214308 0.170 -0.289 -0.040
C -1.748701 0.092351 0.119524 1.707 -2.180 0.213
C 0.755355 -0.798540 -0.056435 -1.945 2.493 0.393
H -0.740451 1.659542 -0.255087 0.175 -0.451 0.013
O -2.566261 -0.702824 0.365979 0.913 1.215 -0.362
```
Forces are in eV/Å.

---

Entry 2:
The following is a DFT calculation (ωB97M-V/def2-TZVPD) of the molecule C6H10 at a distorted geometry.

Output
DFT total energy in hartree: -234.55717
SMILES string: C=CCC(=C)C
Strongest force on any atom in eV/Å: 1.49
Frontier orbital gap in Eh: 0.38353
Lowest unoccupied orbital energy in eV: 1.1211

Structure (XYZ):
```
16
Properties=species:S:1:pos:R:3:forces:R:3
H -3.558964 -0.475153 -0.025659 0.074 -0.227 0.016
C 1.443439 0.060012 -1.332732 1.145 0.949 0.032
H -0.300955 1.680835 -0.051227 -0.008 -0.117 -0.268
H -0.301616 0.943424 1.499640 -0.165 -0.194 -0.066
H 1.708743 1.068234 -1.689445 -0.197 0.089 0.466
H 2.576369 -1.231216 0.639583 -0.020 -0.527 0.455
H 2.375496 -0.491100 -1.470959 -0.310 -0.393 -0.263
C -0.276854 0.697351 0.429089 0.526 0.315 1.207
H 0.662180 -0.225651 -2.033908 -0.077 -0.517 0.164
H 1.241490 -0.955806 1.977599 0.277 -0.056 0.156
C 1.641236 -0.811377 0.985431 0.037 0.967 -0.790
H -1.173209 -0.756920 -0.820184 -0.672 -0.088 -0.128
C -1.466413 -0.107556 0.003598 0.286 0.116 -0.828
C -2.714509 0.020030 0.429493 0.387 -0.156 0.503
C 1.039976 0.004103 0.118471 -1.094 -0.444 -0.432
H -2.896408 0.580791 1.341210 -0.189 0.284 -0.224
```
Forces are in eV/Å.

---

Entry 3:
The following is a DFT calculation (ωB97M-V/def2-TZVPD) of a cluster of 11 separate species, C19H56F3O13S in total at a distorted geometry.

Output
Charge: -1
DFT total energy in hartree: -2433.38584
Strongest force on any atom in eV/Å: 5.38
Frontier orbital gap in Eh: 0.29463
Lowest unoccupied orbital energy in eV: 2.0817

Structure (XYZ):
```
92
Properties=species:S:1:pos:R:3:forces:R:3
C -6.082182 -5.432516 -2.371316 -1.381 0.329 -1.762
C 6.169398 -2.979736 -2.338216 0.440 0.361 0.751
F -0.261832 1.827524 -0.862786 2.002 1.628 0.506
C 1.931938 7.029694 -2.408016 -1.468 0.494 -0.115
H 3.286998 -8.613716 1.580464 -0.222 1.002 -0.120
H 3.489098 2.901794 4.927634 0.428 0.458 -0.406
H 1.907118 -5.936966 -0.032576 -0.147 0.311 0.211
H 2.090218 5.466194 -5.001286 -0.741 0.635 0.121
H -1.297082 6.842084 0.952444 0.074 0.133 0.106
H -7.378632 -5.771416 -4.100226 0.091 -0.267 0.062
C -0.221652 8.658714 2.698494 -0.909 -0.141 -0.394
C 4.985278 -2.086146 -2.020246 -0.527 0.154 1.376
H 2.467518 4.730014 -3.526636 0.319 0.133 0.385
O 1.627098 -6.690046 0.492824 -0.193 0.282 0.163
H 1.283598 -9.410286 -1.311266 0.087 -0.156 -0.372
O -5.896222 -1.798126 3.047034 -0.098 0.205 0.186
C 2.815258 5.522474 -4.189346 -0.666 -0.924 -1.119
C -7.352672 -5.146556 -3.207496 -0.130 0.082 -0.453
H -0.182232 -4.072206 4.071724 -0.126 -0.192 -0.211
H -2.068032 6.276854 2.463624 0.322 -0.253 -0.070
O 3.999308 -2.757006 -1.210606 -0.069 -0.595 -0.920
O -2.268692 -5.289436 2.007904 -0.110 -0.232 0.281
H 0.938608 6.785814 -2.784736 -0.261 -0.636 0.164
C 2.902018 6.896624 -3.551266 0.731 0.237 0.080
H 0.976008 2.822674 5.468704 0.414 0.042 0.206
H 3.641448 5.130754 -4.782676 0.814 0.416 0.656
H 1.631828 -9.183026 1.442814 -0.276 0.529 0.222
H 7.009238 -2.316446 -2.545126 -0.042 0.089 -0.867
H 3.678798 -1.978696 -3.786856 0.052 -0.408 0.151
O 2.764078 7.965674 -4.526526 0.328 -0.724 0.774
H -4.810112 -4.063296 -3.621156 -0.588 0.112 0.198
O -4.098222 1.342694 3.926864 0.040 0.218 0.304
H 2.872838 -9.872286 0.602984 0.005 0.062 -1.292
C -1.738292 8.449884 2.449634 1.647 -3.068 0.106
H 2.970348 4.365764 2.703404 0.482 0.335 0.201
H -8.288142 -5.291976 -2.667246 0.069 -0.372 0.292
H 2.329588 3.011664 1.977674 -0.495 -0.726 0.509
H -4.391372 -5.732646 -3.784256 -0.495 -0.373 0.096
H -2.662282 -4.456536 1.747884 -0.026 0.356 -0.083
H 3.850398 -0.443176 -3.016256 0.243 0.039 0.342
C -4.813412 -5.011766 -3.084026 1.050 0.410 0.599
H 3.875118 7.006774 -3.072696 0.358 0.274 -0.557
H -2.147932 8.556074 3.454134 -0.766 -0.450 0.008
O 0.113358 -3.336336 4.607794 0.149 -0.080 0.351
H 1.945298 1.196764 3.388044 -0.189 -0.195 -0.150
H 2.849858 -7.484266 -0.878796 0.721 -0.488 0.246
H -0.182922 9.625024 3.201324 0.542 0.087 -0.220
C 3.024128 3.279374 2.773944 1.226 1.782 -1.004
O -0.372832 -1.081076 -0.782556 -0.976 1.021 -0.013
F -2.006702 1.215474 -1.803186 -1.058 0.260 -1.135
C -1.443262 1.388454 -0.614986 -0.662 -5.334 -0.240
C 2.506748 -8.880266 0.867534 -0.245 -0.489 0.050
C 2.740218 2.771234 4.146464 -0.887 -0.307 -0.394
H 1.537858 4.400464 4.796314 0.057 0.085 0.442
H -6.487972 -2.546506 2.969634 -0.133 -0.149 0.038
C -2.045312 7.066534 1.712624 0.118 0.536 1.654
S -1.302402 -0.413516 0.142414 0.650 -2.711 2.223
H -3.026922 7.010084 1.242134 -0.076 0.487 -0.012
H -4.070922 -4.890796 -2.295256 0.324 -0.018 -0.118
C 1.031118 -8.366636 -1.123776 -1.834 -1.821 -1.157
C 4.383788 -1.371976 -3.218546 0.377 -0.277 -0.521
H -1.694422 -5.521686 1.278174 0.240 -0.038 -0.184
H 6.034998 -3.748416 -3.099246 -0.106 0.168 -0.018
H -4.407832 1.964614 3.268394 0.011 0.098 -0.203
H -3.092522 9.530384 1.696934 -0.062 0.074 -0.204
O -2.138922 9.447344 1.623864 -0.796 2.351 -1.095
O -5.971492 -6.838836 -2.184436 0.190 -0.011 0.438
F -2.192022 2.129294 0.113434 -0.746 2.050 1.214
H -6.634822 -7.136756 -1.557666 -0.089 0.043 0.059
H 1.744038 8.047414 -2.065906 0.762 0.269 -0.020
C 2.058468 -7.838166 -0.218076 1.296 0.160 1.168
H -5.270432 -1.912016 2.331734 0.359 0.053 -0.279
H -6.234162 -4.868976 -1.450746 0.486 -0.211 0.363
C 1.440148 3.328884 4.622284 -1.187 0.795 0.031
H -4.544202 0.523514 3.711714 -0.086 -0.357 -0.074
H 0.870788 -7.904706 -2.097946 0.694 0.440 0.011
O 2.675968 1.401494 3.976104 0.015 -2.208 0.721
H -7.452182 -4.132216 -3.593906 0.491 0.284 0.229
H 0.267158 8.648084 1.724294 0.226 0.338 0.085
H 5.227838 -1.189236 -3.883596 -0.130 0.440 -0.222
H 0.258918 7.908994 3.327044 -0.307 -0.116 0.031
H -0.199502 -2.560096 4.143254 -0.067 0.288 -0.220
H 0.693448 3.289554 3.829194 -0.055 -0.285 -0.258
H 6.574018 -3.412086 -1.423086 -0.581 -0.529 0.169
H 3.995728 2.927094 2.427534 0.123 0.175 0.048
H 5.324178 -1.372266 -1.269496 0.706 0.681 -0.546
H 0.000678 -8.432976 -0.774656 0.088 0.218 0.874
H 2.178438 6.428674 -1.532736 -0.014 -0.192 -0.242
H 1.832488 7.998414 -4.756016 -0.171 0.009 -0.112
O -2.623612 -1.121876 0.272384 1.574 2.103 -0.922
H 3.237028 -2.176336 -1.268506 -0.451 -0.152 0.336
O -0.685462 -0.244886 1.485124 -0.777 0.863 -1.531
```
Forces are in eV/Å.

---

Which formula does entry 2 have? C6H10

---

What is the formula in the first record? C2H2O3S

---

The highest DFT total energy belongs to which entry? C6H10